Entry 1:
A structure of composition C9H25BClLuN3NbO5S, computed with the ωB97M-V functional and the def2-TZVPD basis.

```
47
Properties=species:S:1:pos:R:3:forces:R:3:nbo_charge:R:1
S -4.01034 -1.92131 1.93532 -2.334 7.337 0.239 1.8349
N -0.42589 0.64436 -2.35896 0.144 1.801 -0.767 -0.5813
O -1.65453 2.70706 -3.21147 1.065 -7.657 3.269 -0.4780
H -3.99927 1.60328 -2.33107 2.226 -1.515 0.082 0.2951
H -1.34971 2.43856 0.82344 -0.555 -1.568 -0.413 0.3991
H -0.93095 -3.72105 1.06102 -0.780 2.586 0.229 0.2370
C -2.88652 -2.64835 0.58956 0.614 -1.368 -0.786 -0.6134
H 0.16355 -2.85792 -0.84568 -1.316 1.982 1.117 0.2368
O 3.30421 1.79692 1.27122 -1.385 -2.971 0.771 -0.6928
C -0.38712 -1.95864 -0.28752 -0.471 -1.036 -0.121 -0.4427
Nb 0.54905 1.22470 -0.53343 -5.829 1.850 -4.859 1.5223
O -5.18355 -1.11491 1.26354 4.196 -4.253 1.890 -0.8179
H -3.13914 0.02312 -1.52369 0.083 1.778 -1.528 0.2315
H 2.13520 1.18124 -1.45437 0.848 0.202 0.926 -0.2288
H -0.60292 3.64289 -0.83532 1.324 -0.226 -0.849 0.4047
H 0.01911 -0.27590 -4.27713 0.942 1.526 1.434 0.2889
O 1.21468 2.39568 2.56344 0.588 -2.541 -3.319 -0.8829
H -1.15745 0.94523 1.52232 -1.068 0.203 -1.413 0.3827
N 0.39783 3.33789 -1.01709 -0.211 -1.937 3.623 -0.9772
H 0.95663 3.86882 -0.29160 -0.224 -0.014 -1.568 0.4005
H 1.50407 -0.05019 -3.13871 -2.008 1.322 -0.879 0.2412
C 0.52350 0.50338 -3.52659 0.346 -0.895 -0.440 -0.4783
N -1.29537 1.40561 0.57252 3.250 1.010 1.655 -1.0578
C -1.64352 1.48054 -2.67975 -2.587 5.176 -2.171 0.6469
H -1.16643 -1.51812 -1.04080 1.885 -0.496 1.388 0.2507
H -3.17994 -3.78860 0.39915 0.355 2.612 0.685 0.2881
H 2.97250 -0.21575 1.94531 0.237 3.163 -0.350 0.0125
C 3.75862 0.39800 1.29866 0.853 2.319 -0.871 -0.1235
H 0.81378 -0.89549 1.38444 -0.103 -0.296 -2.048 0.1971
H 0.32691 1.97613 2.76736 1.270 1.049 -0.467 0.5225
Lu 3.31645 -1.96866 1.84837 0.143 -2.214 -0.587 1.4433
H 1.85680 -1.34106 -0.13916 -1.493 0.726 0.215 0.1746
C 0.78898 -0.92316 0.19224 0.509 -1.941 2.269 -0.8797
H -3.37229 0.17597 -3.39040 0.615 1.305 2.027 0.2644
O -3.27049 -0.90972 2.86064 -1.271 -4.457 -2.829 -0.8690
H 3.71055 0.00625 0.17227 -0.111 0.154 1.856 0.2561
H -3.17262 -2.08084 -0.39950 0.501 -0.788 2.218 0.2735
C 5.27330 0.17981 1.90992 -0.325 -0.423 -1.026 -0.6555
C -1.28375 -2.58444 0.96996 0.548 -0.635 -0.489 -0.4397
H -1.05532 -1.98570 1.96412 -0.814 -1.298 -2.018 0.2448
H 5.21706 -0.78850 2.60308 0.532 1.703 -0.706 0.1527
H 5.69028 1.10003 2.51151 -1.147 -1.944 -1.034 0.3453
H 5.99663 -0.10980 1.01629 -1.480 0.750 1.979 0.2877
C -3.13697 0.79862 -2.40047 0.404 -0.757 -1.063 -0.7063
B 1.80170 1.87045 1.31020 1.865 1.422 4.327 0.9238
Cl -4.73226 -3.53715 3.04101 0.671 0.997 -0.868 -0.1141
H 0.74497 1.49069 -4.11420 -0.504 -1.743 1.268 0.2804
```
Forces are in eV/Å.

Values from the calculation:
- Net charge: +2
- Gap between HOMO and LUMO: 2.9 eV
- Highest occupied orbital energy: -14.0 eV
- E: -3072.90517 hartree

Entry 2:
A structure of composition C15H18ClF3N2O4Ta, computed with the ωB97M-V functional and the def2-TZVPD basis.

```
44
Properties=species:S:1:pos:R:3:forces:R:3:nbo_charge:R:1
C 1.77917 0.22288 -3.42045 0.024 0.027 -0.021 -0.2379
N -1.59407 -0.59556 -1.48932 0.034 0.025 -0.045 -0.8124
C 2.24207 -2.61383 -2.42380 0.020 0.045 -0.032 -0.6903
C -0.34727 -2.91845 -0.57534 -0.121 0.228 0.094 0.6702
H 0.25572 3.58197 4.25616 0.003 -0.001 0.000 0.2084
Ta 0.42324 -0.69741 -0.32774 -0.117 -0.168 -0.595 1.7417
H 1.03063 1.84725 -1.31057 -0.004 0.027 0.016 0.2398
H -0.73851 1.89290 -1.30011 -0.017 -0.011 0.016 0.1973
C -0.90774 2.94098 1.13370 0.009 -0.016 0.030 -0.2179
C -2.68260 -0.03631 -0.65659 0.041 -0.007 0.004 -0.3068
N -1.21101 -0.61066 1.13091 0.131 -0.055 -0.141 -0.7219
F -0.84026 -3.24775 -1.85324 0.001 -0.025 -0.012 -0.4161
C -2.46949 -0.31069 0.83101 -0.066 -0.019 -0.035 0.6579
H -1.72915 3.96419 2.82151 -0.001 -0.002 -0.001 0.2070
H 0.72353 0.52018 -3.38281 0.000 -0.007 0.003 0.1557
C 0.23674 3.21750 3.23764 0.014 -0.004 0.014 -0.2421
H 1.88265 -0.58761 -4.14866 0.010 -0.001 0.004 0.1713
H -1.82339 -1.54173 -1.77609 0.055 -0.022 0.024 0.4194
O 1.16310 -1.47958 3.61481 -0.067 -0.030 0.005 -0.6341
C 0.14132 1.57279 -0.73740 -0.006 0.033 -0.032 -0.9206
H -1.49120 -0.06415 -2.34596 0.023 0.055 0.044 0.3891
C 1.67293 -1.42948 -1.69364 -0.196 -0.267 0.167 -0.2737
H 3.03427 -2.30125 -3.11147 0.004 0.005 0.005 0.1935
H 1.48414 -3.15793 -2.99317 0.000 -0.003 -0.005 0.2155
H 2.18367 2.28923 3.34600 0.000 0.003 0.001 0.2260
H -1.50198 -1.75675 2.87990 -0.005 0.002 -0.007 0.2214
H -2.70366 1.04680 -0.77888 -0.014 0.007 -0.034 0.2069
O 2.23899 -0.17124 -2.14557 -0.166 0.025 0.189 -0.5628
O 1.13195 -1.52860 1.38577 0.259 0.089 0.148 -0.7752
C -0.89237 -0.93052 2.49919 0.029 0.006 0.021 -0.3435
O -3.42777 -0.19857 1.59801 0.014 0.003 0.013 -0.6893
H 2.37749 1.07604 -3.74613 -0.002 0.001 0.004 0.1792
H -1.04690 -0.08335 3.17363 -0.004 -0.003 0.001 0.2181
H 2.67382 -3.32435 -1.71683 -0.009 -0.002 -0.002 0.2283
C -0.87342 3.42722 2.43142 -0.018 0.010 -0.014 -0.2007
C 0.16054 2.22102 0.59146 0.023 -0.025 0.102 -0.0348
F 0.58723 -3.87661 -0.34701 0.030 -0.006 0.010 -0.3598
Cl 2.55937 1.05635 0.80246 0.165 0.074 0.044 0.0854
C 1.25545 2.03177 1.44092 -0.080 0.043 -0.013 0.0330
C 0.57322 -1.34149 2.56526 0.001 0.007 0.022 0.7984
H -3.65567 -0.42739 -0.95314 -0.011 -0.006 0.039 0.2062
F -1.40199 -3.28502 0.23338 0.016 -0.027 -0.016 -0.3840
C 1.31751 2.50594 2.73575 -0.003 -0.002 -0.004 -0.2498
H -1.79030 3.10129 0.52506 0.001 -0.008 -0.008 0.2039
```
Forces are in eV/Å.

Values from the calculation:
- Net charge: -1
- Gap between HOMO and LUMO: 6.6 eV
- Highest occupied orbital energy: -3.9 eV
- Energy above the lowest of the compared OMol25 structures with the same formula, charge and spin: 13.1 kcal per mole
- E: -1809.77218 hartree

Question: Which of these has the lowest gap between HOMO and LUMO?
Answer: C9H25BClLuN3NbO5S

Question: Which of these has the lowest highest occupied orbital energy?
Answer: C9H25BClLuN3NbO5S

Question: Look up the highest occupied orbital energy of the second one.
Answer: -3.9 eV

Question: Among the records above, which one has the lowest highest occupied orbital energy?
Answer: C9H25BClLuN3NbO5S